Entry 1:
The following is a DFT calculation (the ωB97M-V functional and the def2-TZVPD basis) of a cluster of 9 separate species, C26H39F7O24P in total.

Each line ends with the Mulliken charge.
Positions of all 97 atoms, in Å:
1 P -0.16 1.04 0.14  1.87
2 F 1.03 1.28 -0.93  -0.43
3 F -0.23 2.60 0.52  -0.27
4 F -1.24 1.32 -1.06  -0.56
5 F -1.41 0.67 1.12  -0.45
6 F -0.15 -0.51 -0.34  -0.54
7 F 0.87 0.74 1.35  -0.57
8 C 2.79 1.66 -3.33  0.57
9 C 1.58 0.89 -3.94  0.60
10 O 1.78 1.06 -5.34  -0.43
11 C 2.82 1.87 -5.60  0.53
12 O 3.17 2.20 -6.68  -0.55
13 O 3.43 2.25 -4.44  -0.43
14 H 3.43 0.95 -2.80  -0.03
15 H 2.50 2.41 -2.60  -0.19
16 H 0.66 1.37 -3.61  0.12
17 H 1.63 -0.17 -3.71  -0.19
18 C -0.93 4.38 -2.07  0.77
19 C 0.48 4.94 -1.86  0.13
20 O 0.69 5.71 -3.05  -0.39
21 C -0.19 5.31 -4.00  0.64
22 O -0.11 5.60 -5.15  -0.54
23 O -1.16 4.55 -3.46  -0.39
24 H -1.73 4.84 -1.48  0.17
25 H -1.02 3.35 -1.73  -0.58
26 H 1.23 4.16 -1.73  -0.11
27 H 0.53 5.64 -1.04  0.32
28 C -0.71 2.54 4.68  0.45
29 C 0.79 2.22 4.48  0.29
30 O 1.41 3.51 4.59  -0.36
31 C 0.49 4.47 4.86  0.66
32 O 0.77 5.60 5.13  -0.55
33 O -0.75 3.97 4.74  -0.36
34 H -1.11 2.17 5.61  0.31
35 H -1.26 2.27 3.79  -0.48
36 H 0.99 1.83 3.49  -0.25
37 H 1.16 1.56 5.25  0.28
38 C 4.23 1.24 2.15  0.17
39 C 4.73 1.66 0.76  0.06
40 O 6.06 2.09 1.00  -0.37
41 C 6.38 1.89 2.30  0.52
42 O 7.38 2.28 2.82  -0.53
43 O 5.41 1.18 2.93  -0.40
44 H 3.70 0.29 2.07  0.22
45 H 3.56 2.03 2.50  0.06
46 H 4.12 2.49 0.40  0.12
47 H 4.68 0.84 0.04  0.13
48 C -3.33 -1.63 -0.66  0.15
49 C -4.05 -2.41 0.45  -0.42
50 O -3.67 -3.76 0.20  -0.37
51 C -3.12 -3.88 -1.04  0.63
52 O -2.93 -4.89 -1.62  -0.54
53 O -2.93 -2.65 -1.57  -0.38
54 H -2.46 -1.06 -0.35  -0.15
55 H -3.99 -0.93 -1.17  0.36
56 H -5.13 -2.32 0.34  0.43
57 H -3.72 -2.17 1.46  0.29
58 C -3.17 -5.57 3.73  -1.09
59 C -2.09 -6.04 2.80  -0.32
60 O -1.55 -4.89 2.16  -0.23
61 C -0.59 -5.06 1.23  0.57
62 O -0.32 -6.10 0.71  -0.58
63 O -0.02 -3.89 0.91  -0.02
64 C -0.27 -2.77 1.73  -0.06
65 H -2.78 -4.98 4.55  0.29
66 H -3.77 -6.38 4.14  0.41
67 H -3.88 -4.97 3.14  0.20
68 H -2.50 -6.73 2.06  0.30
69 H -1.28 -6.61 3.27  0.35
70 H 0.22 -1.86 1.43  -0.16
71 H -0.07 -2.91 2.80  0.43
72 H -1.34 -2.54 1.75  -0.10
73 C 2.90 -2.89 -0.69  -1.17
74 C 1.91 -2.31 -1.67  0.87
75 O 1.93 -2.86 -2.98  -0.31
76 C 1.52 -4.14 -3.12  0.70
77 O 1.12 -4.84 -2.24  -0.46
78 O 1.61 -4.54 -4.40  -0.40
79 C 1.62 -3.58 -5.47  -0.54
80 H 2.50 -3.81 -0.24  0.28
81 H 3.01 -2.20 0.15  0.21
82 H 3.84 -3.13 -1.19  0.41
83 H 2.06 -1.23 -1.78  -0.32
84 H 0.87 -2.29 -1.34  -0.04
85 H 0.65 -3.09 -5.54  0.26
86 H 1.88 -4.17 -6.34  0.26
87 H 2.40 -2.84 -5.29  0.24
88 C -3.88 2.34 0.56  0.20
89 C -3.59 3.14 1.83  1.22
90 O -4.82 3.10 2.47  -0.39
91 C -5.80 3.04 1.51  0.53
92 O -6.94 3.29 1.71  -0.53
93 O -5.26 2.65 0.34  -0.38
94 F -3.28 4.45 1.52  -0.32
95 H -3.75 1.30 0.82  -0.03
96 H -3.27 2.66 -0.28  0.14
97 H -2.78 2.74 2.43  -0.45

The spin multiplicity is 1. Its net charge is -1.



Entry 2:
The following is a DFT calculation (the ωB97M-V functional and the def2-TZVPD basis) of a cluster of 2 separate species, C8H14F2IN2O in total.

Each line ends with the Mulliken charge.
Positions of all 28 atoms, in Å:
1 C 1.62 -0.86 -0.50  -0.28
2 C 0.81 -1.85 -0.32  0.00
3 C -0.95 -0.62 -1.66  -1.12
4 C -0.15 0.75 -1.45  -0.75
5 C -0.75 -1.60 -0.50  -0.12
6 C -2.53 -1.38 0.95  -0.90
7 C 1.89 1.51 -0.54  -0.10
8 C 0.65 1.45 1.95  -0.50
9 N 1.54 2.78 -0.70  -0.20
10 N 1.15 0.42 -0.81  0.19
11 O -1.18 -1.19 0.77  -0.11
12 F 1.29 -3.02 0.05  -0.32
13 F -0.69 1.68 1.82  -0.24
14 I 0.86 -0.17 3.38  0.26
15 H 2.76 -1.04 -0.53  0.39
16 H -1.97 -0.38 -1.64  0.39
17 H -0.81 -1.20 -2.55  0.48
18 H 0.00 1.16 -2.43  0.48
19 H -0.60 1.49 -0.75  0.63
20 H -1.14 -2.60 -0.68  0.52
21 H -2.68 -2.47 1.13  0.33
22 H -3.19 -1.16 0.09  0.31
23 H -2.75 -0.62 1.71  0.29
24 H 2.82 1.32 0.02  0.30
25 H 0.90 2.31 2.55  0.40
26 H 2.25 3.48 -0.58  0.29
27 H 0.79 2.95 -1.34  0.21
28 H 0.07 -1.16 2.56  0.15

The spin multiplicity is 1. Its net charge is +1. The energy above the lowest of the compared OMol25 structures with the same formula, charge and spin is 204.1 kJ/mol.



Maximum force across the listed records, respectively: 0.045; 0.080 hartree/bohr.
Orbital gap across the listed records, respectively: 10.3961; 7.8936 eV.